This record from the OMol25 dataset describes a cluster of 8 separate species, C22H48N4O14 in total. The level of theory is the ωB97M-V functional and the def2-TZVPD basis.

Relative energy (zero: lowest compared OMol25 entry of this formula, charge and spin), eV: 6.039
SMILES: C[N+](=O)[O-].C[N+](=O)[O-].C[N+](=O)[O-].C[N+](=O)[O-].c1ccccc1.COCCOC.COCCOC.COCCOC
Maximum force, hartree/bohr: 0.05174
HOMO, eV: -9.08

Element x y z (Å)
C  1.989  -0.225  -0.864
N  1.044  -0.438  0.324
O  0.217  0.420  0.585
O  1.178  -1.508  0.927
H  1.886  -1.141  -1.446
H  3.030  -0.150  -0.552
H  1.682  0.677  -1.394
C  4.226  2.389  -7.447
N  3.969  1.070  -6.904
O  4.609  0.103  -7.309
O  3.004  0.983  -6.146
H  5.267  2.525  -7.741
H  4.056  3.042  -6.591
H  3.584  2.511  -8.319
C  -4.745  1.323  -0.888
N  -6.107  1.856  -0.612
O  -6.107  2.914  -0.007
O  -7.179  1.337  -0.895
H  -4.785  0.995  -1.927
H  -4.522  0.584  -0.118
H  -4.055  2.167  -0.862
C  0.967  7.677  -4.195
N  1.244  6.577  -3.248
O  1.788  6.852  -2.196
O  1.011  5.449  -3.656
H  0.388  8.401  -3.621
H  0.401  7.320  -5.055
H  1.921  8.047  -4.568
C  7.692  3.289  2.095
O  6.282  2.851  2.278
C  5.694  3.452  3.394
C  5.126  4.826  2.994
O  6.174  5.823  3.069
C  5.749  7.039  2.442
H  8.237  2.754  1.317
H  8.282  3.225  3.009
H  7.803  4.351  1.876
H  6.330  3.521  4.276
H  4.843  2.873  3.753
H  4.273  5.131  3.600
H  4.803  4.753  1.956
H  5.537  6.982  1.375
H  6.495  7.748  2.802
H  4.872  7.423  2.963
C  -1.562  1.362  5.803
O  -3.013  1.354  6.007
C  -3.812  1.245  4.859
C  -5.267  0.992  5.228
O  -5.430  -0.267  5.915
C  -6.715  -0.443  6.444
H  -1.043  1.244  6.754
H  -1.241  2.370  5.538
H  -1.168  0.677  5.052
H  -3.457  0.468  4.182
H  -3.821  2.191  4.316
H  -5.781  0.966  4.267
H  -5.621  1.837  5.818
H  -7.394  -0.719  5.637
H  -7.019  0.457  6.979
H  -6.736  -1.181  7.246
C  -0.333  -5.189  -5.971
O  -1.575  -5.440  -6.602
C  -1.414  -5.206  -8.027
C  -2.510  -6.106  -8.729
O  -2.623  -5.930  -10.131
C  -3.611  -6.749  -10.760
H  -0.580  -5.467  -4.947
H  0.076  -4.186  -6.096
H  0.467  -5.888  -6.215
H  -0.456  -5.594  -8.373
H  -1.428  -4.142  -8.265
H  -3.482  -6.184  -8.242
H  -2.166  -7.138  -8.664
H  -3.217  -7.758  -10.883
H  -3.953  -6.422  -11.741
H  -4.529  -6.746  -10.172
C  -1.137  -4.450  7.745
C  -0.692  -4.308  6.477
C  -0.121  -5.360  5.849
C  -0.075  -6.626  6.468
C  -0.642  -6.784  7.762
C  -1.147  -5.659  8.409
H  -1.530  -3.545  8.185
H  -0.716  -3.362  5.957
H  0.255  -5.197  4.849
H  0.345  -7.501  5.993
H  -0.696  -7.765  8.210
H  -1.583  -5.651  9.397